[1]
124
Properties=species:S:1:pos:R:3:forces:R:3 method="wB97M-V/def2-TZVPD" s_squared=0.78 lumo_energy_ev="-4.4980 / -4.5463" de_lowest_kcal_mol=62.3 charge=+1 molar_mass_g_mol=1251.0 gap_ev="5.303 / 5.258" spin_multiplicity=2
Ir 0.748 -0.086 -1.722 1.81 -1.14 2.68
N -6.161 3.498 -6.586 0.01 -0.09 0.02
C -4.960 3.228 -5.988 0.00 -0.11 -0.02
C -4.716 3.620 -4.664 -0.07 0.02 0.01
C -3.507 3.356 -4.061 0.07 0.02 0.04
C -2.520 2.669 -4.763 0.15 0.07 0.00
C -2.762 2.238 -6.064 0.03 0.05 0.12
C -3.967 2.517 -6.675 -0.06 0.01 0.04
S -0.872 2.573 -4.143 -0.15 -0.19 -0.20
O -0.112 1.954 -5.223 -0.15 -0.06 -0.03
O -0.440 3.880 -3.740 0.00 -0.02 0.05
N -0.769 1.531 -2.878 0.28 -0.46 0.09
C -0.924 2.089 -1.646 -0.44 0.62 0.23
N -1.757 3.099 -1.385 -0.11 -0.03 -0.09
C -1.727 3.617 -0.168 0.13 -0.10 0.00
C -0.896 3.139 0.841 0.17 0.22 -0.39
C -0.139 2.037 0.530 0.06 -0.01 0.14
N -0.155 1.519 -0.700 -0.12 0.08 -0.63
H -6.818 4.112 -6.143 0.02 0.04 -0.01
H -6.269 3.346 -7.571 -0.02 0.04 -0.01
H -5.487 4.154 -4.121 0.03 0.00 0.01
H -3.304 3.678 -3.048 -0.03 0.05 -0.06
H -1.984 1.707 -6.592 -0.03 0.03 -0.09
H -4.144 2.201 -7.696 0.00 -0.03 0.02
H -2.401 4.447 0.019 0.00 -0.02 -0.01
H -0.868 3.588 1.820 0.05 -0.08 -0.36
H 0.484 1.545 1.262 -0.01 0.03 -0.06
C 1.576 -5.248 1.449 0.00 0.06 -0.01
C 2.271 -4.367 2.263 0.10 -0.12 -0.07
C 2.414 -3.036 1.897 0.14 0.04 -0.12
C 1.845 -2.583 0.709 -0.32 0.03 0.00
C 1.155 -3.471 -0.116 0.04 -0.01 0.03
C 1.018 -4.798 0.259 0.00 -0.06 0.00
P 2.183 -0.908 0.092 -0.61 -0.09 -1.76
C 2.767 0.087 1.462 -0.39 0.44 -0.10
C 3.865 0.939 1.325 -0.02 -0.10 -0.05
C 4.227 1.762 2.379 0.05 0.05 0.01
C 3.478 1.770 3.550 -0.02 -0.08 -0.08
C 2.364 0.948 3.673 0.10 0.09 0.08
C 2.001 0.114 2.630 -0.01 -0.20 -0.03
C 3.618 -1.409 -0.916 0.03 0.28 0.23
C 4.896 -1.628 -0.467 0.19 0.04 0.18
C 5.867 -2.121 -1.349 -0.20 -0.10 -0.01
C 5.546 -2.406 -2.663 0.10 -0.01 -0.08
C 4.257 -2.184 -3.141 -0.30 0.19 0.01
C 3.891 -2.436 -4.521 0.17 -0.21 -0.10
C 2.716 -2.035 -4.998 -0.19 0.30 -0.12
C 1.757 -1.250 -4.150 0.66 -1.07 -0.20
C 1.973 -1.367 -2.687 -1.66 1.16 -0.76
C 3.273 -1.673 -2.252 0.61 -0.58 0.05
H 1.474 -6.287 1.736 -0.01 0.02 0.01
H 2.711 -4.722 3.186 0.01 0.03 -0.01
H 2.968 -2.361 2.535 -0.04 -0.01 0.03
H 0.721 -3.120 -1.043 -0.03 -0.05 0.02
H 0.478 -5.487 -0.378 0.00 0.04 -0.01
H 4.435 0.948 0.404 0.04 0.02 0.04
H 5.101 2.395 2.289 -0.05 0.03 -0.02
H 3.761 2.423 4.365 0.01 -0.02 0.00
H 1.780 0.953 4.585 -0.02 -0.05 -0.02
H 1.124 -0.519 2.717 0.20 0.19 -0.01
H 5.160 -1.433 0.565 0.00 0.00 -0.02
H 6.873 -2.301 -0.992 -0.02 0.03 0.00
H 6.297 -2.793 -3.341 0.00 0.02 0.04
H 4.606 -2.947 -5.156 -0.03 -0.02 0.02
H 2.435 -2.227 -6.026 0.08 0.04 0.00
H 0.737 -1.508 -4.429 -0.10 0.16 0.07
O -0.557 -0.715 1.207 0.27 -0.17 -0.14
C -1.070 -1.381 0.294 -0.15 0.15 0.10
O -0.763 -1.264 -0.948 0.22 0.09 -0.18
C -2.099 -2.445 0.626 -0.16 0.31 -0.16
C -2.933 -2.093 1.859 0.84 0.14 -0.37
Ge -2.055 -0.887 3.165 -1.85 -0.27 1.82
C -0.581 -1.297 4.407 0.22 0.02 -0.64
C -0.552 -0.586 5.608 0.10 -0.01 -0.02
C 0.425 -0.843 6.559 0.00 0.00 -0.05
C 1.386 -1.821 6.323 -0.01 0.03 0.02
C 1.356 -2.543 5.140 -0.03 -0.07 -0.06
C 0.370 -2.289 4.191 -0.08 0.04 0.16
C -3.447 -1.296 4.646 0.58 0.34 -0.73
C -4.396 -0.397 5.126 -0.09 -0.38 0.26
C -5.266 -0.772 6.150 0.06 0.11 -0.09
C -5.188 -2.040 6.704 -0.05 0.02 0.07
C -4.236 -2.939 6.240 0.15 -0.09 -0.11
C -3.371 -2.568 5.218 -0.37 0.14 0.19
C -2.378 1.046 3.044 0.42 -0.14 -0.21
C -1.473 1.949 3.601 -0.23 -0.07 0.12
C -1.806 3.291 3.750 -0.17 -0.10 0.47
C -3.044 3.752 3.326 -0.01 -0.02 0.06
C -3.936 2.872 2.724 0.01 0.00 -0.03
C -3.606 1.529 2.593 0.13 0.02 -0.11
H -1.513 -3.354 0.788 -0.04 -0.02 0.03
H -2.717 -2.604 -0.258 0.06 -0.11 -0.02
H -3.249 -2.984 2.397 0.01 0.05 0.05
H -3.839 -1.560 1.563 -0.01 0.03 0.07
H -1.311 0.163 5.804 0.00 -0.02 0.05
H 0.433 -0.285 7.488 0.00 -0.02 -0.01
H 2.145 -2.027 7.067 -0.01 0.01 -0.03
H 2.104 -3.306 4.957 -0.05 -0.02 0.05
H 0.343 -2.860 3.271 -0.01 0.03 0.07
H -4.470 0.604 4.719 0.01 0.00 0.01
H -6.000 -0.061 6.514 0.00 -0.05 0.02
H -5.860 -2.326 7.503 0.01 0.00 -0.02
H -4.157 -3.927 6.679 -0.05 0.03 0.01
H -2.622 -3.279 4.876 -0.01 0.02 0.02
H -0.501 1.596 3.932 -0.03 0.06 0.04
H -1.105 3.972 4.220 0.00 0.01 -0.02
H -3.321 4.788 3.476 0.03 0.00 -0.04
H -4.901 3.228 2.383 0.02 -0.01 0.01
H -4.325 0.844 2.156 -0.03 0.04 0.01
N 1.535 0.347 -7.169 -0.02 0.03 0.07
C 2.819 0.377 -6.711 -0.14 0.05 -0.19
O 3.786 0.056 -7.367 0.06 0.00 0.10
C 2.939 0.821 -5.283 0.04 -0.09 0.19
C 3.855 1.768 -4.944 0.10 0.01 0.07
C 3.838 2.333 -3.660 0.10 0.01 -0.17
C 2.907 1.871 -2.714 -0.02 -0.07 0.19
N 2.059 0.915 -2.955 0.06 0.49 0.18
C 1.937 0.335 -4.298 0.13 0.29 0.09
H 1.416 0.164 -8.153 0.08 0.00 -0.02
H 0.841 0.943 -6.730 0.00 -0.06 0.02
H 4.570 2.107 -5.683 -0.06 0.00 -0.03
H 4.530 3.117 -3.388 -0.04 0.01 0.03
H 2.892 2.283 -1.710 -0.01 0.01 0.00
H 0.969 0.704 -4.662 -0.08 -0.15 0.07


[2]
124
Properties=species:S:1:pos:R:3:forces:R:3 method="wB97M-V/def2-TZVPD" s_squared=0.79 lumo_energy_ev="-2.4238 / -4.1858" de_lowest_kcal_mol=0.0 charge=+1 molar_mass_g_mol=1251.0 gap_ev="7.801 / 6.050" spin_multiplicity=2
Ir -1.361 -0.345 1.099 0.05 0.19 0.17
N 0.505 -3.251 8.262 -0.06 0.00 0.01
C 0.782 -2.972 6.943 0.03 0.00 -0.03
C 0.963 -4.008 6.018 -0.01 0.00 0.02
C 1.201 -3.730 4.687 -0.03 -0.01 -0.02
C 1.259 -2.410 4.258 0.04 0.00 -0.02
C 1.090 -1.369 5.165 0.01 0.02 0.01
C 0.849 -1.646 6.496 0.01 -0.01 0.00
S 1.502 -2.046 2.561 -0.02 0.03 0.21
O 2.112 -0.752 2.450 -0.02 0.00 0.00
O 2.118 -3.176 1.928 0.02 0.00 -0.02
N -0.018 -1.847 1.969 0.03 0.06 -0.13
C -0.817 -2.901 1.663 -0.07 -0.07 0.00
N -0.624 -4.171 1.997 0.01 -0.08 0.00
C -1.561 -5.025 1.596 0.04 0.01 0.02
C -2.698 -4.652 0.890 -0.03 0.05 -0.03
C -2.842 -3.303 0.623 -0.04 -0.06 -0.02
N -1.914 -2.439 1.004 0.12 -0.02 0.07
H 0.717 -4.176 8.595 0.02 0.00 0.00
H 0.664 -2.521 8.935 0.02 0.00 0.01
H 0.924 -5.037 6.356 0.00 0.00 0.00
H 1.342 -4.526 3.970 0.01 0.00 0.00
H 1.170 -0.343 4.829 0.00 0.00 -0.01
H 0.733 -0.835 7.205 0.00 0.00 0.00
H -1.399 -6.063 1.864 0.00 0.00 0.00
H -3.438 -5.374 0.583 -0.01 0.01 0.00
H -3.705 -2.898 0.106 0.01 -0.01 0.00
C -7.362 0.454 -0.266 0.03 -0.01 0.00
C -6.653 -0.024 0.826 -0.02 0.00 -0.01
C -5.266 0.022 0.828 0.04 -0.13 0.04
C -4.579 0.549 -0.261 0.00 0.04 -0.06
C -5.299 1.010 -1.367 -0.03 0.05 0.04
C -6.683 0.965 -1.366 0.00 -0.01 0.01
P -2.781 0.681 -0.278 -0.19 0.16 -0.02
C -2.249 -0.074 -1.816 0.20 -0.04 0.14
C -2.949 -1.001 -2.527 -0.05 0.00 -0.15
C -2.327 -1.759 -3.541 0.02 0.04 0.00
C -0.973 -1.531 -3.872 -0.04 0.06 0.02
C -0.231 -0.639 -3.169 -0.02 -0.03 -0.03
C -0.775 0.046 -1.974 0.03 -0.08 0.14
C -2.285 2.415 -0.246 -0.14 -0.04 -0.01
C -2.885 3.449 -0.920 0.06 -0.08 -0.02
C -2.395 4.758 -0.762 0.01 0.02 0.01
C -1.345 4.999 0.085 -0.01 0.01 -0.03
C -0.733 3.958 0.820 -0.01 -0.06 0.01
C 0.305 4.197 1.753 0.01 0.04 0.02
C 0.804 3.162 2.488 0.01 -0.03 0.02
C 0.323 1.843 2.316 -0.02 0.00 -0.03
C -0.643 1.540 1.392 0.12 0.17 -0.19
C -1.200 2.631 0.646 0.02 0.03 0.03
H -8.443 0.420 -0.266 0.00 0.01 0.00
H -7.176 -0.435 1.679 -0.01 0.01 0.00
H -4.726 -0.379 1.676 0.06 0.04 0.02
H -4.777 1.396 -2.235 -0.01 -0.02 0.01
H -7.232 1.327 -2.225 -0.01 0.00 0.00
H -4.003 -1.154 -2.332 0.00 0.00 0.02
H -2.905 -2.491 -4.087 0.00 0.01 -0.01
H -0.528 -2.050 -4.712 0.01 0.00 0.01
H 0.783 -0.418 -3.469 0.00 -0.06 0.03
H -0.417 1.076 -1.883 -0.03 0.04 -0.08
H -3.735 3.269 -1.566 0.02 0.04 0.00
H -2.858 5.573 -1.302 0.00 0.00 0.00
H -0.976 6.010 0.217 0.00 0.00 0.00
H 0.679 5.206 1.882 0.00 0.00 0.00
H 1.592 3.341 3.209 0.00 0.01 0.00
H 0.780 1.051 2.893 0.03 -0.02 0.00
O 1.536 0.782 -0.305 -0.01 0.06 -0.03
C 1.216 -0.309 -0.617 0.09 -0.05 0.03
O -0.202 -0.631 -0.708 -0.19 -0.03 -0.14
C 2.077 -1.464 -0.996 0.05 -0.07 0.04
C 3.504 -1.039 -1.339 0.01 0.03 0.00
Ge 3.765 0.019 -2.990 0.02 -0.03 0.03
C 3.079 -1.045 -4.488 0.03 -0.01 0.03
C 2.929 -0.488 -5.760 0.01 0.01 0.00
C 2.468 -1.249 -6.825 0.00 0.01 0.00
C 2.158 -2.589 -6.640 0.00 0.00 0.00
C 2.321 -3.167 -5.389 0.00 0.01 0.01
C 2.777 -2.398 -4.325 -0.02 0.01 -0.03
C 5.678 0.295 -3.220 -0.05 0.00 -0.01
C 6.238 1.565 -3.325 0.01 0.00 -0.02
C 7.607 1.723 -3.502 -0.01 0.00 0.00
C 8.430 0.609 -3.576 0.00 0.01 0.00
C 7.884 -0.663 -3.477 0.00 -0.01 0.00
C 6.517 -0.817 -3.302 0.01 0.01 0.01
C 2.833 1.739 -2.897 -0.01 -0.01 -0.03
C 1.775 2.078 -3.739 0.01 0.02 0.04
C 1.080 3.272 -3.573 0.01 -0.02 -0.02
C 1.445 4.151 -2.565 0.00 0.00 0.01
C 2.511 3.838 -1.731 0.00 -0.01 0.02
C 3.194 2.644 -1.896 -0.03 -0.03 0.01
H 1.581 -2.011 -1.800 -0.01 0.03 -0.01
H 2.068 -2.141 -0.132 0.00 -0.02 -0.04
H 4.124 -1.933 -1.443 -0.01 -0.01 0.02
H 3.926 -0.478 -0.503 0.00 0.03 -0.02
H 3.190 0.551 -5.930 0.00 0.00 0.00
H 2.361 -0.797 -7.804 0.00 0.00 0.00
H 1.808 -3.186 -7.473 0.00 0.00 0.00
H 2.104 -4.217 -5.243 0.00 0.00 0.00
H 2.909 -2.873 -3.359 0.01 -0.01 0.00
H 5.606 2.444 -3.277 0.00 0.00 0.00
H 8.029 2.716 -3.585 0.00 0.00 0.00
H 9.497 0.731 -3.715 0.00 0.00 0.00
H 8.523 -1.535 -3.540 0.00 0.00 0.00
H 6.104 -1.819 -3.238 0.00 0.00 0.00
H 1.478 1.410 -4.539 0.00 0.00 -0.02
H 0.261 3.517 -4.238 0.00 0.00 0.00
H 0.907 5.081 -2.435 -0.01 0.00 0.00
H 2.802 4.520 -0.942 0.00 0.01 0.00
H 4.002 2.403 -1.214 0.01 0.00 0.00
N -4.042 3.753 3.622 0.00 0.01 0.01
C -4.391 2.720 4.434 -0.02 -0.02 0.00
O -5.313 2.758 5.218 0.02 0.02 0.01
C -3.578 1.464 4.279 0.00 -0.04 0.05
C -3.431 0.601 5.360 0.00 0.01 -0.06
C -2.673 -0.540 5.188 0.00 -0.02 0.02
C -2.124 -0.813 3.947 -0.10 -0.12 -0.01
N -2.307 -0.007 2.893 0.06 -0.12 -0.17
C -3.005 1.125 3.074 0.06 0.11 0.04
H -4.533 4.621 3.761 0.00 0.00 0.00
H -3.132 3.797 3.192 0.00 0.00 -0.01
H -3.904 0.846 6.302 0.00 0.00 0.00
H -2.489 -1.233 5.998 -0.01 0.01 0.01
H -1.518 -1.692 3.786 -0.02 0.02 0.01
H -3.092 1.786 2.223 -0.07 -0.09 -0.01